(1)
{"formula": "CH7NO2", "method": "ωB97M-V/def2-TZVPD", "smiles": "NCO.O", "energy_ev": -6735.150, "e_above_lowest_ev": 0.193, "homo_lumo_gap_ev": 10.13, "elements": ["N", "C", "O", "H", "H", "H", "H", "H", "O", "H", "H"], "coordinates": [[1.52740, 0.95888, 0.54148], [1.57076, 0.98467, -0.89449], [0.36422, 0.49340, -1.45811], [1.25903, 1.82752, 0.96856], [0.94173, 0.19684, 0.85766], [1.69191, 2.01711, -1.22011], [2.40626, 0.37928, -1.23432], [0.49988, -0.27588, -2.01393], [-3.54200, -1.90302, 1.72364], [-3.76404, -2.03955, 0.78793], [-2.95514, -2.63926, 1.94168]]}

***

(2)
{"formula": "CH7NO2", "method": "ωB97M-V/def2-TZVPD", "smiles": "C=N.O.O", "energy_ev": -6734.586, "e_above_lowest_ev": 0.757, "homo_lumo_gap_ev": 10.99, "elements": ["C", "N", "H", "H", "H", "O", "H", "H", "O", "H", "H"], "coordinates": [[1.60258, -0.99071, -1.10455], [0.75623, -0.44247, -1.85200], [1.98794, -0.34457, -0.30746], [1.97275, -2.01898, -1.05135], [0.26040, -1.03612, -2.51925], [-1.52402, -0.41076, 1.89263], [-1.12136, -0.87406, 2.63487], [-1.89987, 0.37528, 2.30681], [-0.66614, 2.00004, 0.39236], [-1.18760, 1.33140, -0.06903], [-0.18090, 2.41094, -0.32303]]}

***

(3)
{"formula": "CH7NO4", "method": "ωB97M-V/def2-TZVPD", "smiles": "NC(=O)O.O.O", "energy_ev": -10831.523, "e_above_lowest_ev": 0.359, "homo_lumo_gap_ev": 10.51, "elements": ["N", "C", "O", "O", "H", "H", "H", "O", "H", "H", "O", "H", "H"], "coordinates": [[0.55547, 1.34052, 0.89479], [1.39750, 0.50808, 0.25114], [2.53965, 0.31488, 0.59591], [0.83047, -0.06937, -0.83597], [0.92064, 2.09384, 1.44458], [-0.43554, 1.13776, 0.90392], [0.21926, 0.58654, -1.19871], [-2.47662, 0.47182, -0.14257], [-3.32404, 0.36895, 0.29955], [-2.28085, -0.46420, -0.35904], [-1.48507, -2.12495, -0.53441], [-1.80394, -2.95626, -0.90659], [-0.59134, -2.02621, -0.87909]]}

***

(4)
{"formula": "CH7NOS2", "method": "ωB97M-V/def2-TZVPD", "smiles": "NCO.SS", "energy_ev": -26358.073, "e_above_lowest_ev": 0.201, "homo_lumo_gap_ev": 8.59, "elements": ["N", "C", "O", "H", "H", "H", "H", "H", "S", "S", "H", "H"], "coordinates": [[-1.78808, -0.13039, -0.88863], [-1.12741, -0.46159, 0.33736], [-0.13130, 0.46405, 0.77494], [-1.13743, -0.10389, -1.66284], [-2.26006, 0.76532, -0.84402], [-0.61702, -1.41185, 0.20018], [-1.87818, -0.60325, 1.11388], [-0.55859, 1.17931, 1.25855], [2.94658, 0.82084, -0.90555], [3.10276, -0.77913, 0.48203], [1.66211, 1.03989, -0.59079], [1.78663, -0.77931, 0.72490]]}

***

(5)
{"formula": "CH7NSi2", "method": "ωB97M-V/def2-TZVPD", "energy_ev": -18393.851, "e_above_lowest_ev": 0.259, "homo_lumo_gap_ev": 7.94, "elements": ["C", "N", "Si", "Si", "H", "H", "H", "H", "H", "H", "H"], "coordinates": [[-0.47861, -0.78587, 0.79861], [0.00718, 0.38917, 0.14659], [0.41200, 0.14405, -1.59264], [0.37344, 1.85037, 0.99854], [-0.46882, -1.72412, 0.08315], [0.12362, -1.23127, 1.57649], [-1.45172, -0.80284, 1.23391], [-0.43163, -1.01320, -1.97218], [-0.28995, 1.28054, -2.15607], [1.96122, 0.23170, -1.66540], [0.24326, 1.66148, 2.54900]]}

***

(6)
{"formula": "CH7O2", "method": "ωB97M-V/def2-TZVPD", "energy_ev": -5241.397, "multiplicity": 2, "e_above_lowest_ev": 0.089, "homo_lumo_gap_ev": [4.56, 12.93], "elements": ["O", "H", "H", "H", "C", "O", "H", "H", "H", "H"], "coordinates": [[1.41730, 0.83654, 1.06501], [1.04616, 1.65260, 1.42056], [2.34389, 1.04689, 0.86237], [0.09007, -1.50308, -1.26358], [-1.56046, -0.35315, -0.27695], [-0.11262, -0.53341, -0.88713], [-1.42291, -0.26570, 0.78972], [-1.99524, 0.49958, -0.77642], [-2.05352, -1.29938, -0.51018], [0.62537, -0.20404, -0.29328]]}